Entry 1:
Entry from OMol25: C23H21MnN7O8S as an isolated structure (wB97M-V/def2-TZVPD).

Output
LUMO level (alpha / beta) = -0.1884 / -0.1575 Ha
Frontier orbital gap (alpha / beta) = 0.2367 / 0.2734 hartree
Multiplicity = 5
E_HOMO (alpha / beta) = -11.57 / -11.72 eV
⟨S²⟩ = 6.17
Net charge = +1

Geometry as XYZ:
```
61
Properties=species:S:1:pos:R:3:mulliken_charge:R:1
Mn 0.966 0.728 -0.472 0.19
N 2.214 1.682 3.385 -0.30
C 2.063 1.098 2.199 0.39
S 2.554 2.009 0.767 -0.45
N 1.636 -0.141 2.147 -1.24
N 1.604 -0.549 0.850 1.46
C 1.910 -1.746 0.477 0.45
C 2.289 -2.811 1.419 -0.09
C 1.476 -3.103 2.513 -0.21
C 1.835 -4.117 3.383 -0.74
C 3.013 -4.824 3.185 -0.43
C 3.835 -4.523 2.108 -0.83
C 3.470 -3.526 1.218 -0.24
C 1.934 -1.949 -0.993 0.74
C 2.074 -3.188 -1.588 -0.58
C 2.152 -3.256 -2.974 -0.64
C 2.094 -2.090 -3.715 -0.92
C 1.917 -0.890 -3.045 -0.18
N 1.831 -0.821 -1.722 -0.12
H 2.396 2.667 3.440 0.26
H 1.906 1.198 4.213 0.24
H 0.571 -2.535 2.675 0.47
H 1.197 -4.351 4.225 0.41
H 3.296 -5.609 3.873 0.41
H 4.760 -5.063 1.959 0.41
H 4.118 -3.285 0.385 0.57
H 2.118 -4.078 -0.979 0.61
H 2.261 -4.214 -3.463 0.47
H 2.170 -2.101 -4.793 0.44
H 1.844 0.046 -3.585 0.57
C -1.551 2.674 -2.906 -0.64
C -1.195 3.740 -1.845 -0.44
C 0.271 3.489 -1.512 -0.51
O 0.504 2.098 -1.891 -0.26
C -0.265 1.879 -3.105 -0.63
H -1.878 3.116 -3.844 0.44
H -2.355 2.030 -2.553 0.10
H -1.813 3.625 -0.956 0.06
H -1.336 4.752 -2.217 0.43
H 0.519 3.586 -0.459 0.32
H 0.950 4.101 -2.109 0.39
H -0.414 0.808 -3.221 0.47
H 0.331 2.263 -3.936 0.40
O -6.702 0.452 0.018 -0.61
N -6.129 1.148 0.828 1.02
O -6.657 1.836 1.674 -0.61
C -4.661 1.158 0.786 -0.77
C -4.013 0.405 -0.153 -0.53
C -2.619 0.417 -0.190 0.12
C -1.832 1.188 0.713 0.95
O -0.567 1.319 0.674 -0.23
C -2.597 1.917 1.667 -0.21
C -3.958 1.942 1.704 -0.52
N -1.858 2.726 2.645 1.05
O -0.990 2.164 3.278 -0.55
O -2.200 3.882 2.770 -0.58
N -1.996 -0.365 -1.221 0.77
O -0.768 -0.590 -1.166 -0.27
O -2.662 -0.782 -2.135 -0.57
H -4.578 -0.190 -0.855 0.67
H -4.486 2.551 2.425 0.64
```



Entry 2:
Entry from OMol25: C23H21N3O6S2Sc as an isolated structure (wB97M-V/def2-TZVPD).

Output
LUMO level = 0.0745 Ha
Frontier orbital gap = 0.2893 hartree
E_HOMO = -5.84 eV
Net charge = -1

Geometry as XYZ:
```
56
Properties=species:S:1:pos:R:3:mulliken_charge:R:1
Sc 0.949 1.261 0.687 0.69
O 1.638 -2.756 6.518 -0.72
C 1.185 -2.988 5.392 0.27
O 0.387 -3.865 4.985 -0.72
C 1.611 -2.025 4.268 0.79
C 1.787 -2.508 2.972 -0.47
C 1.933 -1.618 1.933 -0.71
N 1.878 -0.292 2.117 -0.21
C 1.827 0.172 3.374 0.31
C 1.722 -0.656 4.476 -0.37
C 1.811 1.687 3.466 0.35
O 2.039 2.261 4.502 -0.65
O 1.520 2.252 2.316 -0.69
H 1.735 -3.573 2.793 0.39
H 2.033 -1.957 0.908 0.46
H 1.665 -0.244 5.473 0.55
O 0.524 -2.685 -3.277 -0.70
C 1.577 -1.937 -3.639 0.36
C 2.218 -2.267 -4.835 -0.65
C 3.309 -1.543 -5.269 -0.28
C 3.790 -0.469 -4.524 -0.75
C 3.159 -0.137 -3.342 -0.54
C 2.054 -0.853 -2.879 0.15
C 1.428 -0.441 -1.605 1.40
O 1.920 0.579 -0.976 -0.79
N 0.410 -1.144 -1.173 -0.96
N -0.101 -0.635 0.018 0.25
C -0.856 -1.424 0.684 0.21
S -1.614 -0.857 2.151 -0.05
C -1.809 -2.523 2.845 -0.22
C -2.206 -3.432 1.695 -0.71
S -1.121 -3.098 0.275 -0.11
H 0.188 -2.324 -2.418 0.66
H 1.832 -3.104 -5.401 0.42
H 3.793 -1.817 -6.199 0.36
H 4.645 0.098 -4.865 0.41
H 3.507 0.692 -2.741 0.42
H -2.601 -2.469 3.591 0.48
H -0.894 -2.855 3.340 -0.10
H -3.240 -3.271 1.390 0.36
H -2.065 -4.477 1.969 0.42
C -2.223 4.372 -2.588 -1.59
C -2.750 3.718 -1.303 1.99
C -3.306 4.799 -0.367 -1.57
C -3.863 2.721 -1.655 -1.56
C -1.651 3.004 -0.635 -0.83
C -0.744 2.400 -0.091 -0.16
H -3.031 4.904 -3.098 0.37
H -1.820 3.617 -3.264 0.39
H -1.428 5.082 -2.358 0.39
H -4.125 5.335 -0.855 0.36
H -2.527 5.515 -0.104 0.39
H -3.680 4.353 0.555 0.38
H -4.687 3.237 -2.155 0.37
H -4.246 2.242 -0.754 0.37
H -3.483 1.943 -2.318 0.38
```



Entry 3:
Entry from OMol25: C23H21N5O6PS2SeSn as an isolated structure at a distorted geometry (wB97M-V/def2-TZVPD).

Output
LUMO level (alpha / beta) = -0.2452 / -0.2881 Ha
Frontier orbital gap (alpha / beta) = 0.2589 / 0.2150 hartree
Multiplicity = 2
E_HOMO (alpha / beta) = -13.72 / -13.69 eV
⟨S²⟩ = 0.76
Net charge = +2

Geometry as XYZ:
```
60
Properties=species:S:1:pos:R:3:mulliken_charge:R:1
Sn 0.223 0.119 -0.084 0.81
O 3.584 -0.811 2.608 -0.40
C 2.466 -0.660 1.939 0.25
O 2.387 -0.246 0.799 -0.53
C 1.249 -1.073 2.714 0.30
C 1.292 -1.552 4.019 -0.53
C 0.093 -1.913 4.618 -0.87
C -1.091 -1.781 3.905 -0.92
C -1.028 -1.289 2.608 0.72
N 0.121 -0.954 2.034 0.41
C -2.183 -1.112 1.666 0.52
O -3.417 -1.098 2.095 -0.43
O -1.923 -0.950 0.496 -0.42
H 4.362 -0.532 2.101 0.42
H 2.234 -1.643 4.539 0.61
H 0.080 -2.298 5.628 0.49
H -2.026 -2.073 4.366 0.37
H -3.532 -1.181 3.048 0.31
C -3.943 6.252 1.646 -1.06
C -3.503 4.999 2.363 -0.23
O -3.494 3.860 1.442 -0.25
P -2.207 3.222 0.860 0.57
S -1.122 2.141 2.165 -0.25
S -2.728 1.874 -0.512 -0.11
O -1.371 4.445 0.305 -0.15
C -0.011 4.313 -0.160 0.43
C 0.348 5.560 -0.934 -1.43
H -3.999 7.065 2.369 0.37
H -4.930 6.115 1.207 0.31
H -3.242 6.527 0.859 0.26
H -4.210 4.725 3.142 0.35
H -2.510 5.115 2.800 0.31
H 0.068 3.417 -0.788 -0.24
H 0.643 4.182 0.703 0.33
H -0.255 5.645 -1.837 0.34
H 1.402 5.529 -1.209 0.41
H 0.177 6.439 -0.314 0.36
Se 0.737 -4.070 -6.993 0.38
N 1.052 -4.450 -5.307 -0.83
C 0.826 -3.364 -4.609 0.99
C 0.981 -3.273 -3.173 0.27
C 1.418 -4.357 -2.408 -0.49
C 1.527 -4.212 -1.043 -1.15
C 1.177 -2.995 -0.477 0.01
N 0.778 -1.949 -1.193 0.11
C 0.690 -2.059 -2.533 -0.43
C 0.273 -0.889 -3.304 -0.30
N 0.051 0.259 -2.639 0.07
C -0.349 1.325 -3.318 -0.02
C -0.586 1.314 -4.688 -1.04
C -0.358 0.150 -5.385 -0.50
C 0.106 -0.973 -4.693 0.44
C 0.400 -2.221 -5.363 0.94
N 0.299 -2.406 -6.656 -0.83
H 1.660 -5.283 -2.912 0.58
H 1.874 -5.021 -0.417 0.48
H 1.207 -2.857 0.595 0.47
H -0.498 2.236 -2.755 0.38
H -0.948 2.204 -5.183 0.47
H -0.523 0.067 -6.451 0.56
```



Entry 4:
Entry from OMol25: C23H22AuN4O3S4 as an isolated structure at a distorted geometry (wB97M-V/def2-TZVPD).

Output
Energy relative to the best compared isomer or geometry (same formula, charge and spin) = 0.0 kcal per mole
LUMO level (alpha / beta) = -0.2615 / -0.2615 Ha
Frontier orbital gap (alpha / beta) = 0.1370 / 0.1370 hartree
E_HOMO (alpha / beta) = -10.84 / -10.84 eV
Net charge = +1

Geometry as XYZ:
```
57
Properties=species:S:1:pos:R:3:mulliken_charge:R:1
Au 1.750 3.187 -0.877 1.25
N 3.939 3.764 -1.327 -0.49
N 4.028 5.131 -1.030 -0.20
C 2.887 5.916 -0.804 0.66
O 3.027 7.114 -0.689 -0.59
O 1.770 5.319 -0.707 -0.68
H 4.506 3.199 -0.691 0.39
H 4.202 3.544 -2.292 0.30
H 4.875 5.628 -1.276 0.26
O -0.391 3.298 -0.536 -0.43
S -1.359 2.536 0.317 0.04
C -0.238 1.347 1.163 1.35
C -0.788 0.747 2.419 0.33
C -1.878 1.306 3.075 -0.56
C -2.331 0.760 4.263 -0.78
C -1.681 -0.331 4.817 -0.58
C -0.585 -0.883 4.175 -0.67
C -0.143 -0.354 2.978 -0.37
C -2.278 1.403 -0.827 -1.27
C -1.475 0.589 -1.795 0.10
C -1.779 -0.756 -1.988 -0.28
C -1.071 -1.517 -2.903 -0.82
C -0.035 -0.949 -3.627 -0.38
C 0.256 0.394 -3.463 -1.03
C -0.474 1.162 -2.572 -0.19
H 0.633 1.967 1.397 0.71
H 0.071 0.590 0.442 -1.25
H -2.366 2.180 2.667 0.43
H -3.188 1.193 4.753 0.44
H -2.030 -0.745 5.749 0.44
H -0.072 -1.722 4.616 0.45
H 0.719 -0.780 2.487 0.41
H -2.948 2.077 -1.366 0.66
H -2.880 0.770 -0.175 0.46
H -2.596 -1.206 -1.442 0.56
H -1.333 -2.553 -3.061 0.41
H 0.523 -1.536 -4.340 0.50
H 1.041 0.860 -4.042 0.44
H -0.275 2.220 -2.500 1.16
S 1.741 -4.369 -2.399 -0.25
C 1.806 -2.893 -1.650 0.07
S 2.966 -1.679 -2.099 -0.09
C 2.167 -0.574 -0.952 0.16
N 1.177 -1.132 -0.341 -0.02
N 0.975 -2.402 -0.694 0.22
C -0.040 -3.121 -0.037 0.54
C -1.068 -2.396 0.565 0.31
C -2.113 -3.055 1.176 -0.83
C -2.148 -4.441 1.205 -0.70
C -1.097 -5.162 0.658 -0.73
C -0.039 -4.510 0.052 -0.86
S 2.864 0.939 -0.687 -0.32
H -1.043 -1.323 0.534 0.53
H -2.903 -2.470 1.622 0.49
H -2.983 -4.950 1.664 0.45
H -1.083 -6.240 0.716 0.41
H 0.789 -5.091 -0.324 0.45
```



The lowest net charge belongs to which entry?
C23H21N3O6S2Sc